# 1
Density functional theory data (the ωB97M-V functional and the def2-TZVPD basis) for C44H69BF4O2PV as an isolated structure.

Atoms and positions in Å:
V  14.636  -5.458  -13.271
C  12.795  -6.112  -22.104
C  12.126  -6.697  -20.858
C  13.005  -6.788  -19.625
C  14.032  -7.915  -19.716
P  15.103  -7.981  -18.252
C  15.598  -6.302  -17.812
C  16.356  -5.705  -18.989
C  16.649  -4.219  -18.849
C  17.428  -3.863  -17.592
C  14.281  -8.846  -16.896
C  12.846  -8.502  -16.566
C  12.252  -9.360  -15.441
C  12.023  -10.821  -15.834
C  16.586  -8.970  -18.585
C  17.689  -8.772  -17.543
C  19.045  -9.243  -18.064
C  20.229  -8.756  -17.234
H  13.606  -6.746  -22.459
H  13.123  -5.085  -21.941
H  12.015  -6.069  -22.867
H  11.684  -7.666  -21.112
H  11.264  -6.067  -20.618
H  12.402  -6.916  -18.723
H  13.525  -5.841  -19.447
H  14.721  -7.874  -20.564
H  13.550  -8.896  -19.794
H  16.199  -6.296  -16.902
H  14.650  -5.847  -17.499
H  15.862  -5.877  -19.950
H  17.304  -6.252  -19.070
H  15.709  -3.658  -18.824
H  17.194  -3.880  -19.732
H  17.666  -2.803  -17.517
H  18.385  -4.394  -17.558
H  16.870  -4.148  -16.696
H  14.923  -8.691  -16.019
H  14.438  -9.915  -17.077
H  12.199  -8.605  -17.445
H  12.702  -7.475  -16.208
H  11.326  -8.886  -15.115
H  12.936  -9.394  -14.587
H  11.904  -11.436  -14.939
H  12.896  -11.268  -16.316
H  11.128  -10.952  -16.440
H  16.944  -8.622  -19.560
H  16.335  -10.028  -18.674
H  17.444  -9.327  -16.633
H  17.830  -7.738  -17.222
H  19.156  -8.891  -19.102
H  19.076  -10.323  -18.241
H  20.510  -7.722  -17.442
H  21.100  -9.376  -17.428
H  19.959  -8.772  -16.175
B  16.102  -6.978  -14.318
H  16.862  -6.070  -14.569
H  15.074  -6.682  -14.823
H  16.497  -8.004  -14.782
H  16.016  -7.019  -13.130
C  12.045  -4.584  -15.216
O  12.948  -5.066  -14.276
H  11.018  -4.592  -14.824
H  12.306  -3.543  -15.452
H  12.071  -5.232  -16.104
C  17.195  -2.053  -14.519
C  15.824  -2.448  -14.113
O  15.482  -3.622  -14.135
C  14.857  -1.391  -13.651
H  17.775  -2.942  -14.774
H  17.760  -1.591  -13.704
H  17.265  -1.377  -15.371
H  15.132  -0.424  -14.067
H  14.944  -1.366  -12.563
H  13.857  -1.664  -13.981
F  6.044  -6.508  -15.866
C  7.042  -6.799  -16.717
C  8.348  -6.569  -16.327
C  9.369  -6.884  -17.201
C  9.071  -7.332  -18.485
C  7.768  -7.656  -18.823
C  6.746  -7.410  -17.923
H  8.539  -6.141  -15.350
H  10.399  -6.727  -16.904
H  9.886  -7.458  -19.188
H  7.499  -7.953  -19.829
H  5.707  -7.618  -18.147
F  12.548  -0.220  -9.447
C  12.079  -0.435  -10.691
C  11.605  0.646  -11.415
C  10.977  0.404  -12.625
C  10.955  -0.887  -13.141
C  11.448  -1.966  -12.423
C  11.964  -1.727  -11.153
H  11.729  1.610  -10.936
H  10.537  1.226  -13.173
H  10.559  -1.030  -14.140
H  11.273  -2.966  -12.798
H  12.380  -2.542  -10.573
F  8.482  -8.004  -9.245
C  9.498  -7.172  -9.524
C  9.896  -7.021  -10.839
C  10.953  -6.166  -11.114
C  11.601  -5.477  -10.092
C  11.245  -5.735  -8.777
C  10.143  -6.527  -8.490
H  9.342  -7.523  -11.620
H  11.293  -6.087  -12.143
H  12.462  -4.878  -10.366
H  11.763  -5.269  -7.948
H  9.824  -6.730  -7.476
F  10.805  0.508  -20.450
C  10.776  -0.757  -19.993
C  10.937  -1.788  -20.906
C  11.053  -3.078  -20.424
C  10.880  -3.345  -19.067
C  10.685  -2.317  -18.164
C  10.658  -1.008  -18.645
H  11.018  -1.607  -21.969
H  11.158  -3.918  -21.098
H  10.916  -4.376  -18.728
H  10.588  -2.465  -17.098
H  10.579  -0.182  -17.949

Net charge: +1
HOMO energy (spin up / spin down) in eV: -10.8 / -11.0
Gap between HOMO and LUMO (spin up / spin down) in eV: 8.347 / 8.303
2S+1: 4
Expectation value of S²: 3.756



# 2
Density functional theory data (the ωB97M-V functional and the def2-TZVPD basis) for a 2-piece molecular cluster, C12H21BCl3NO2Si overall.

Atoms and positions in Å:
C  0.884  -3.238  0.926
C  1.071  -1.748  0.380
Cl  0.008  -0.724  1.479
C  0.580  -1.760  -1.112
Si  0.993  -0.201  -2.135
O  2.375  -0.538  -3.106
C  -0.494  0.126  -3.321
C  -1.673  0.892  -2.628
C  -2.188  0.544  -1.302
C  -3.250  1.252  -0.610
C  -3.903  2.375  -1.271
C  -3.443  2.725  -2.613
C  -2.346  2.032  -3.292
B  1.400  1.415  -1.083
N  2.771  2.027  -1.171
O  0.464  2.100  -0.245
H  1.279  -4.005  0.215
H  -0.235  -3.391  0.952
H  1.234  -3.359  1.980
H  2.158  -1.497  0.503
H  1.127  -2.617  -1.612
H  -0.512  -2.030  -1.202
H  2.224  -0.186  -3.999
H  -0.857  -0.842  -3.782
H  -0.129  0.743  -4.196
H  -1.727  -0.328  -0.791
H  -3.534  0.900  0.414
H  -4.727  2.893  -0.736
H  -3.970  3.568  -3.119
H  -2.024  2.330  -4.318
H  2.607  3.045  -1.123
H  3.212  1.804  -0.264
H  -0.171  2.616  -0.778
Cl  3.455  -0.777  5.424
C  1.781  -0.400  4.941
C  0.764  -1.135  5.783
Cl  0.778  -2.890  5.477
H  1.672  -0.640  3.884
H  1.652  0.676  5.061
H  -0.239  -0.780  5.544
H  0.936  -0.977  6.848

Structure (SMILES): C[C@H](Cl)C[Si@@](O)(Cc1ccccc1)B(N)O.ClCCCl
HOMO energy in eV: -9.0
Gap between HOMO and LUMO in eV: 9.355



Number 1: electronic energy -97358.0830 eV. Number 2: electronic energy -64493.0324 eV.